C44H32BF6NO7P2RuS3 as an isolated structure at a distorted geometry. Source: the Open Molecules 2025 dataset; level of theory: ωB97M-V/def2-TZVPD.

Values from the calculation:
E_tot ... -132612.901 eV
LUMO energy (alpha / beta) ... -3.879 / -4.261 eV
Maximum force ... 1.1 eV Å⁻¹

ORCA input file:
```
! RIJCOSX wB97M-V def2-TZVPD def2/J DEFGRID3
* xyz 1 2
Ru 0.7067 0.0272 -0.7320
O 2.8310 2.8867 -1.5882
S 1.7996 2.3851 -0.6797
C 0.4480 3.5515 -0.6950
C 0.7510 4.9029 -0.7741
C -0.2807 5.8191 -0.8415
C -1.5983 5.3769 -0.8501
C -1.8891 4.0234 -0.8083
C -0.8610 3.0784 -0.7349
P -1.2004 1.2829 -0.9469
C -1.5056 1.1437 -2.7330
C -2.4854 1.9377 -3.3346
C -2.6854 1.8827 -4.7012
C -1.9025 1.0416 -5.4860
C -0.9258 0.2568 -4.8992
C -0.7328 0.3039 -3.5235
C -2.8566 1.0453 -0.2320
C -3.2928 1.6944 0.9231
C -4.5597 1.4453 1.4263
C -5.4027 0.5474 0.7835
C -4.9787 -0.0968 -0.3688
C -3.7122 0.1530 -0.8746
C 2.3867 2.5063 1.0054
C 3.1840 3.5957 1.3270
C 3.5785 3.7769 2.6406
C 3.1748 2.8696 3.6156
C 2.4151 1.7636 3.2724
C 2.0250 1.5525 1.9497
P 1.1951 -0.0184 1.5015
C 2.4198 -1.3143 1.8006
C 3.7814 -1.0395 1.8924
C 4.6812 -2.0744 2.1007
C 4.2265 -3.3796 2.2171
C 2.8683 -3.6596 2.1218
C 1.9683 -2.6302 1.9116
C 0.0118 -0.2119 2.8671
C -1.1540 0.5389 2.8510
C -2.0279 0.5327 3.9242
C -1.7397 -0.2389 5.0402
C -0.5691 -0.9835 5.0789
C 0.3092 -0.9664 4.0048
H 1.7827 5.2259 -0.8140
H -0.0617 6.8768 -0.9025
H -2.4052 6.0951 -0.9116
H -2.9212 3.7104 -0.8464
H -3.1023 2.5958 -2.7366
H -3.4522 2.4952 -5.1566
H -2.0598 1.0024 -6.5560
H -0.3138 -0.4026 -5.4997
H 0.0142 -0.3666 -3.1211
H -2.6617 2.4131 1.4312
H -4.8929 1.9634 2.3164
H -6.3943 0.3616 1.1751
H -5.6287 -0.7967 -0.8767
H -3.3902 -0.3633 -1.7727
H 3.5081 4.2741 0.5486
H 4.2022 4.6203 2.9049
H 3.4771 3.0144 4.6442
H 2.1440 1.0475 4.0374
H 4.1515 -0.0298 1.7748
H 5.7398 -1.8585 2.1515
H 4.9331 -4.1845 2.3707
H 2.5111 -4.6780 2.1982
H 0.9114 -2.8569 1.8141
H -1.3919 1.1254 1.9773
H -2.9381 1.1168 3.8786
H -2.4231 -0.2588 5.8790
H -0.3331 -1.5808 5.9497
H 1.2235 -1.5384 4.0654
F 4.7209 1.0191 -3.6290
C 3.8259 0.0773 -3.3853
F 2.6054 0.6076 -3.4899
F 3.9495 -0.8891 -4.2886
S 4.1327 -0.6279 -1.6720
O 3.1611 0.0944 -0.8171
O 5.5128 -0.3684 -1.4464
N 3.8212 -2.1590 -1.7368
S 2.2833 -2.4769 -1.3475
O 2.2239 -4.0282 -1.8092
O 1.4386 -1.6544 -2.2646
C 2.4932 -4.4379 -3.0791
F 2.6929 -3.4486 -3.9522
F 1.4527 -5.1672 -3.4932
F 3.5497 -5.2139 -3.0193
O -1.0017 -2.3926 -1.2165
B -0.7894 -1.3677 -0.2964
O -1.6486 -1.5010 0.7817
C -2.4141 -2.6213 0.5215
C -3.4133 -3.1757 1.2869
C -4.0199 -4.3166 0.7662
C -3.6330 -4.8541 -0.4586
C -2.6124 -4.2842 -1.2163
C -2.0238 -3.1583 -0.6888
H -3.7020 -2.7489 2.2377
H -4.8062 -4.8013 1.3290
H -4.1323 -5.7402 -0.8263
H -2.2970 -4.6968 -2.1646
*
```

C44H32Br4INO3P2S2Sr as an isolated structure at a distorted geometry. Source: the Open Molecules 2025 dataset; level of theory: ωB97M-V/def2-TZVPD.

Values from the calculation:
E_tot ... -383140.631 eV
LUMO energy ... 2.975 eV
Maximum force ... 1.3 eV Å⁻¹

ORCA input file:
```
! RIJCOSX wB97M-V def2-TZVPD def2/J DEFGRID3
* xyz -2 1
Sr 0.7034 -0.7299 1.1923
S -0.2297 2.0200 2.3521
P -1.3423 1.6377 0.6850
C -1.5958 0.0896 0.1549
P -2.3485 -1.1820 0.9220
S -1.5378 -1.9490 2.6361
C -2.4449 -2.5381 -0.3034
C -2.6340 -2.2132 -1.6459
C -2.5779 -3.1953 -2.6207
C -2.3013 -4.5118 -2.2668
C -2.1015 -4.8393 -0.9353
C -2.1834 -3.8558 0.0440
C -4.0930 -0.7918 1.3317
C -4.3265 0.0464 2.4189
C -5.6045 0.5053 2.6912
C -6.6711 0.1246 1.8851
C -6.4475 -0.7183 0.8051
C -5.1619 -1.1709 0.5278
C -2.9190 2.5806 0.8364
C -3.9437 2.2909 -0.0606
C -5.1699 2.9267 0.0422
C -5.3877 3.8626 1.0474
C -4.3706 4.1556 1.9455
C -3.1406 3.5150 1.8389
C -0.5275 2.5529 -0.6833
C -0.1252 1.8732 -1.8238
C 0.4683 2.5596 -2.8788
C 0.6324 3.9343 -2.8075
C 0.2367 4.6203 -1.6616
C -0.3259 3.9287 -0.6009
H -2.7639 -1.1717 -1.9167
H -2.7013 -2.9281 -3.6634
H -2.2030 -5.2721 -3.0322
H -1.8323 -5.8504 -0.6550
H -1.9849 -4.0983 1.0786
H -3.4887 0.3398 3.0427
H -5.7701 1.1739 3.5280
H -7.6697 0.4891 2.0967
H -7.2736 -1.0242 0.1732
H -4.9902 -1.8232 -0.3192
H -3.7694 1.5348 -0.8178
H -5.9664 2.6759 -0.6484
H -6.3519 4.3499 1.1371
H -4.5365 4.8770 2.7378
H -2.3485 3.7118 2.5521
H -0.2883 0.8018 -1.8715
H 0.7978 2.0125 -3.7537
H 1.0884 4.4696 -3.6322
H 0.3731 5.6944 -1.5973
H -0.6216 4.4531 0.3010
Br 2.0462 -7.6501 -0.5969
C 2.2299 -5.8870 -1.2874
C 2.7194 -5.6606 -2.5544
Br 3.2335 -7.1298 -3.6597
C 2.8510 -4.3444 -3.0252
Br 3.5926 -3.9878 -4.7480
C 2.4758 -3.1937 -2.2907
O 2.6353 -2.0107 -2.7043
C 1.9053 -3.4502 -0.9523
O 1.5150 -2.4579 -0.2334
C 1.8533 -4.7711 -0.5097
Br 1.2667 -4.9973 1.2961
I 5.3500 2.2856 4.7699
C 4.0244 0.6834 4.5838
C 3.5023 0.0627 5.7078
C 2.6225 -0.9888 5.5272
C 2.3052 -1.3806 4.2347
N 2.8150 -0.7806 3.1621
C 3.6491 0.2414 3.3261
H 3.7732 0.4016 6.6987
H 2.1763 -1.4943 6.3725
H 1.6150 -2.1974 4.0512
H 4.0109 0.7180 2.4229
C 4.2903 -0.7953 -0.5683
C 3.6227 0.5365 -0.5958
O 2.6226 0.7800 0.0586
C 4.1640 1.6174 -1.4827
C 5.1422 1.3627 -2.4387
C 5.6186 2.3956 -3.2326
C 5.1242 3.6829 -3.0634
C 4.1398 3.9346 -2.1169
C 3.6516 2.9010 -1.3343
H 3.9093 -1.3875 0.2590
H 5.3769 -0.6955 -0.5298
H 3.9720 -1.3230 -1.4881
H 5.5097 0.3555 -2.5812
H 6.3686 2.1933 -3.9867
H 5.4978 4.4905 -3.6821
H 3.7352 4.9327 -2.0022
H 2.8588 3.0639 -0.6132
*
```

C44H32F3N3O3SbV as an isolated structure. Source: the Open Molecules 2025 dataset; level of theory: ωB97M-V/def2-TZVPD.

Values from the calculation:
E_tot ... -97139.617 eV
LUMO energy (alpha / beta) ... -0.395 / -0.416 eV
Maximum force ... 1.0 eV Å⁻¹

ORCA input file:
```
! RIJCOSX wB97M-V def2-TZVPD def2/J DEFGRID3
* xyz 0 3
V 0.0629 -0.1525 1.0770
O 3.6448 1.4856 4.6792
C 4.3671 1.3136 3.5578
C 5.6973 1.7346 3.5818
C 6.4923 1.5846 2.4652
C 5.9868 1.0153 1.2960
C 4.6703 0.6095 1.2646
C 3.8417 0.7509 2.3840
C 2.4459 0.3097 2.2915
O 1.9955 -0.0413 1.1082
N 1.7053 0.2814 3.3716
N 0.4396 -0.2047 3.0295
C -0.3810 -0.5881 3.9288
C -1.5760 -1.3505 3.5961
C -2.4905 -1.6315 4.6197
C -3.5902 -2.4303 4.3985
C -3.7805 -2.9885 3.1334
C -2.8914 -2.7407 2.1085
C -1.7872 -1.9129 2.3188
O -0.9743 -1.6850 1.2733
H 2.7603 1.0877 4.5355
H 6.0780 2.1708 4.4958
H 7.5239 1.9126 2.5044
H 6.6182 0.8954 0.4264
H 4.2466 0.1713 0.3710
H -0.1410 -0.3991 4.9742
H -2.3186 -1.2072 5.6023
H -4.2920 -2.6301 5.1963
H -4.6374 -3.6253 2.9513
H -3.0291 -3.1570 1.1186
C -5.2521 1.5496 1.6973
C -4.4373 2.6063 2.0928
C -3.0734 2.5755 1.8595
C -2.4893 1.4863 1.2033
C -3.3136 0.4377 0.7945
C -4.6785 0.4655 1.0524
N -1.0994 1.4237 0.9844
C -0.4579 2.6165 0.5720
C -1.0026 3.3896 -0.4645
C -0.3572 4.5322 -0.8997
C 0.8563 4.9197 -0.3322
C 1.3988 4.1608 0.6895
C 0.7377 3.0261 1.1529
H -6.3161 1.5760 1.8926
H -4.8687 3.4602 2.6010
H -2.4470 3.3958 2.1877
H -2.8791 -0.4075 0.2751
H -5.2946 -0.3689 0.7375
H -1.9386 3.0813 -0.9154
H -0.7953 5.1250 -1.6945
H 1.3618 5.8110 -0.6799
H 2.3314 4.4554 1.1546
H 1.1362 2.4812 1.9999
F 0.3099 2.5598 -7.0591
C 0.2539 1.8733 -5.9037
C 0.2551 0.4916 -5.9593
C 0.1932 -0.2140 -4.7687
C 0.1355 0.4604 -3.5477
C 0.1383 1.8527 -3.5312
C 0.1985 2.5738 -4.7178
Sb 0.0000 -0.6076 -1.7517
C -1.4873 -2.0279 -2.2698
C -2.7864 -1.5449 -2.4333
C -3.8418 -2.3950 -2.7299
C -3.5724 -3.7426 -2.8590
F -4.5872 -4.5819 -3.1411
C -2.3029 -4.2619 -2.7138
C -1.2605 -3.3918 -2.4194
C 1.7133 -1.8616 -1.8819
C 1.8364 -2.9455 -1.0124
C 2.9800 -3.7291 -0.9978
C 4.0077 -3.3998 -1.8597
F 5.1206 -4.1570 -1.8566
C 3.9394 -2.3219 -2.7170
C 2.7811 -1.5539 -2.7203
H 0.3001 -0.0067 -6.9182
H 0.1873 -1.2978 -4.7990
H 0.1022 2.3922 -2.5909
H 0.2038 3.6552 -4.7294
H -3.0007 -0.4860 -2.3273
H -4.8518 -2.0296 -2.8576
H -2.1409 -5.3245 -2.8340
H -0.2635 -3.8004 -2.3152
H 1.0416 -3.1809 -0.3109
H 3.0853 -4.5735 -0.3301
H 4.7773 -2.0936 -3.3619
H 2.7259 -0.7072 -3.3945
*
```